(1)
This record from the OMol25 dataset describes a cluster of 5 separate species, C36H40ClFN2O8P in total in a non-equilibrium geometry. The level of theory is the ωB97M-V functional and the def2-TZVPD basis.

Output
frontier orbital gap	7.22	eV
HOMO level	-0.4338	Ha
LUMO level	-4.58	eV
electronic energy	-81855.5138	eV

```
! wB97M-V def2-TZVPD RIJCOSX def2/J DEFGRID3
* xyz 1 1
H -0.6844 -0.6890 1.3794
C -8.2471 -3.7970 0.3014
C 5.6225 4.1825 -4.4772
H -2.8976 2.3661 1.8142
H 2.2341 3.6920 2.1603
C 0.2938 2.5215 0.5994
H -0.2236 -0.8836 -2.3215
H 1.0076 0.6046 1.1821
H 1.8784 5.5100 -0.4130
O -8.2483 -4.6496 -0.5611
C -0.2320 2.0684 -1.6843
H 0.5454 5.1090 1.5586
C -1.0424 -0.6045 2.4371
O -8.2441 -0.9265 3.2055
H -9.9343 -0.9318 1.2374
H -3.3669 0.8774 8.2536
O 4.7617 4.6731 -5.1796
C -7.2672 -3.8281 1.4103
C -2.2102 0.4492 2.5377
H 9.0495 3.7936 -4.3100
H -7.3031 0.9245 6.3730
C -9.2257 -2.6866 0.2849
C -9.2258 -1.7505 1.2331
C 5.3845 -3.9327 -3.7810
N 2.1740 4.5447 -0.2370
C 7.0548 4.2769 -4.8355
C -5.3920 1.0354 7.4355
C 0.2739 0.7567 -0.9917
P 1.3735 4.0430 1.0660
H -9.9339 -2.6801 -0.5338
C 6.2177 2.9250 -2.4585
H 1.5019 -0.9467 -3.8345
H 4.9050 -3.6424 -2.8545
Cl 2.8895 1.4704 0.1003
O 4.9217 -1.8139 -4.6945
C -4.5400 -0.9959 5.6012
C -4.0211 0.4773 7.4892
C 1.6656 -0.1334 -3.0770
H -2.2524 0.8182 3.5981
O 8.5079 2.5273 -2.1125
H 3.6143 0.8321 -2.6269
C 7.9970 3.7354 -4.0639
H -3.1660 -0.1135 2.3757
C -0.7187 2.4613 1.8127
H -2.2291 1.3890 0.4775
H -0.6657 0.3661 -0.4981
H 6.0780 -2.5290 -6.9035
H -0.4781 3.9326 -0.8393
H -0.9628 3.4985 2.1370
H 5.9083 -5.8960 -3.1818
C -8.2463 -1.7820 2.3408
O 7.0632 -6.6076 -5.3915
C -3.6254 -0.4674 6.6369
C 0.7185 -0.4666 -1.8748
C 5.4148 -2.9159 -4.8547
C 5.9217 -5.1392 -3.9558
C 3.2151 -0.2078 -2.7295
C -1.5060 -2.0568 2.8944
H 4.2232 3.4083 -2.9832
C 6.5726 -5.5110 -5.2322
F 1.2004 -1.4391 -1.0114
H 1.3935 0.8137 -3.6117
C 1.1110 1.1990 0.2515
H -6.5641 -0.8388 4.7827
H -1.4460 -2.7529 2.0156
C -2.0601 1.6675 1.5428
C 7.6505 3.0189 -2.8162
H -0.5554 2.2459 -2.7294
H -2.6275 -0.8878 6.6618
H -0.8081 -2.4897 3.6548
H 7.2899 4.8049 -5.7509
C -7.2675 -2.8920 2.3583
H -2.5440 -2.0758 3.2940
C 6.0649 -3.2863 -6.1300
H 3.7620 -0.7848 -3.5128
C -5.9083 -0.4397 5.5471
H -6.5582 -2.8988 3.1776
O -5.7509 1.8942 8.2129
H 3.4108 -0.7172 -1.7557
H -0.1721 1.9568 2.6539
O -4.1783 -1.8576 4.8202
H -6.5587 -4.6467 1.4063
N -0.2085 2.9523 -0.7301
C -6.3052 0.5052 6.3988
H 7.0818 -4.7824 -7.2322
H -0.2119 -0.3247 3.1401
C 6.6024 -4.4927 -6.3059
C 5.2764 3.4663 -3.2298
H 5.9818 2.3969 -1.5430
*
```

(2)
This record from the OMol25 dataset describes a structure of composition C16H31F3O3P2PdS in a non-equilibrium geometry. The level of theory is the ωB97M-V functional and the def2-TZVPD basis.

Output
frontier orbital gap (alpha / beta)	4.99 / 4.83	eV
ΔE to the lowest compared entry with this formula, charge and spin	2.657	eV
expectation value of S²	6.0237
HOMO level (alpha / beta)	-0.5124 / -0.5655	Ha
LUMO level (alpha / beta)	-8.95 / -10.56	eV
electronic energy	-64255.3202	eV

```
! wB97M-V def2-TZVPD RIJCOSX def2/J DEFGRID3
* xyz 2 5
O 1.1723 -0.9651 -1.3442
O 0.1339 1.0351 -0.4130
P 2.5616 3.2934 1.3568
H -0.3987 2.9342 -1.7919
H 0.1215 3.6766 1.3749
H 2.7676 4.2469 3.6867
H 1.9736 0.3215 1.2136
H 5.4588 0.7650 -2.1896
H 3.4255 -2.2639 1.8178
H 4.0673 -0.2666 -1.7011
H 5.3585 1.8064 2.5778
H 1.4564 -1.0127 2.2260
C 4.3939 -0.0408 3.3104
H 3.8070 1.0696 -2.8995
F -1.3860 -1.6263 0.1724
H 0.6486 2.9159 -3.2572
C 2.8397 0.2421 3.2912
H 0.4963 4.4958 -2.3030
C 3.9781 4.3438 0.5391
H 6.1331 2.0969 0.9264
H 3.5853 5.3606 0.4451
C 4.4785 3.7165 -0.7641
C -1.5022 -0.9298 -0.9897
C 0.4780 3.3792 -2.2900
H 4.7798 4.3299 1.2958
C 4.3765 0.7455 -2.0233
C 2.8015 1.6347 3.7556
S 0.0820 -0.0022 -1.4743
C 2.3017 -0.3583 2.0026
H 1.8405 2.1583 3.8605
H 3.5503 -1.2395 0.3169
H 4.0886 1.7891 5.4039
H 6.4629 1.9264 -0.8240
H 0.6553 3.0579 -0.1221
Pd 2.1658 2.6212 -1.1325
H 0.9995 4.8397 0.2000
C 5.1339 1.2817 3.5468
H 2.3817 -0.3106 4.1150
F -1.8805 -1.7810 -1.9628
C 2.2057 4.4720 2.7777
O -0.2116 0.4832 -2.8149
H 4.0440 4.1540 -1.6631
C 4.0859 2.0917 4.3385
F -2.4909 -0.0008 -0.8085
C 3.5216 -1.2327 1.4201
H 6.0733 0.4719 0.1432
H 4.2827 3.1652 4.3462
C 5.8541 1.5451 0.0212
H 4.5345 -0.7512 4.1446
C 4.6909 -0.6308 1.9915
H 2.4557 5.4785 2.4239
P 4.0548 1.8264 -0.5821
H 1.1276 4.4476 2.9779
C 0.9442 3.7954 0.6416
H 6.1387 1.1469 3.9855
H 5.5600 3.7369 -0.8741
H 5.7246 -0.8214 1.6957
*
```

(3)
This record from the OMol25 dataset describes a cluster of 2 separate species, C12H24F3NO3 in total in a non-equilibrium geometry. The level of theory is the ωB97M-V functional and the def2-TZVPD basis.

Output
frontier orbital gap	5.66	eV
ΔE to the lowest compared entry with this formula, charge and spin	0.000	eV
HOMO level	-0.2393	Ha
LUMO level	-0.85	eV
electronic energy	-28614.8894	eV

```
! wB97M-V def2-TZVPD RIJCOSX def2/J DEFGRID3
* xyz 0 1
C -4.3452 3.1654 1.6386
F -1.1045 2.7610 2.8632
C 0.7076 -1.0101 -1.5221
C -1.6355 1.6125 2.3716
H -0.8965 -2.9519 -2.2301
F -2.3548 1.0676 3.3632
H -0.6449 0.5618 -1.4671
C 2.0553 -0.3257 -1.6164
C 3.0290 -1.0749 -2.5492
H -5.2203 3.8233 3.4974
H 2.4537 -0.2020 -0.6093
C -0.8301 -2.7252 -1.1678
O -3.1034 3.0779 0.9755
H 2.9724 -0.6018 -3.5280
C -4.2640 3.4358 3.1361
C -2.3887 1.8141 1.0208
H -4.0533 2.5305 3.7003
H 3.7848 -2.4224 -0.7570
H -4.8414 4.0237 1.1748
C 4.6608 -1.8092 -0.9787
H 0.8039 -2.5058 0.0214
H -4.9696 2.2934 1.4241
H -3.4819 4.1628 3.3568
H 2.6888 -2.1100 -2.7081
O 4.3700 -1.0372 -2.1502
C -1.5528 -1.4044 -0.9068
H 1.8638 0.6710 -2.0029
H -0.1508 -0.0781 0.1789
H 5.5242 -2.4262 -1.2083
N 0.6476 -2.3915 -0.9820
H 1.1955 -3.0749 -1.5009
H 5.9602 -1.0535 0.6210
C -0.4686 -0.2986 -0.8364
O -3.1098 0.7700 0.7191
H 4.8115 0.1193 -0.0847
H -1.1718 -3.6151 -0.6519
H -2.1556 -1.1074 -1.7606
H 0.3654 -1.1470 -2.5556
H -1.5357 2.0562 0.3345
F -0.5673 0.7760 2.1790
C 4.9579 -0.9066 0.2387
H 4.2093 -1.0953 1.0062
H -2.2153 -1.3475 -0.0468
*
```